(1)
This record from the OMol25 dataset describes a 2-piece molecular cluster, C3H11NO3 overall at a distorted geometry. The level of theory is ωB97M-V/def2-TZVPD.

```
18
Properties=species:S:1:pos:R:3:forces:R:3:lowdin_charge:R:1
C 1.2753 -1.4237 1.7676 -0.2 -0.8 -2.5 -0.268
O 1.6968 -0.8510 2.9557 0.6 0.0 0.4 -0.035
C 0.6894 -0.4127 0.7590 0.7 0.8 1.6 -0.383
C -0.0818 -0.9782 -0.4117 0.4 -1.0 0.7 -0.260
O -0.8242 -0.0241 -1.0913 -1.4 0.3 -0.4 -0.041
N 1.7858 0.4681 0.3386 -0.1 -0.1 -0.2 0.050
H 0.5414 -2.2466 1.8000 0.1 0.1 0.8 0.120
H 2.1736 -1.8464 1.3037 0.0 0.0 0.2 0.127
H 0.9879 -0.4603 3.4545 -0.7 0.1 0.1 0.084
H -0.0029 0.1388 1.4322 -0.4 0.0 -0.6 0.143
H 0.5293 -1.6143 -1.0681 0.3 0.4 0.0 0.130
H -0.8136 -1.6810 0.0044 -0.1 0.2 0.0 0.123
H -0.3774 0.7117 -1.5026 0.7 -0.1 0.0 0.082
H 2.1475 0.9629 1.1401 0.2 -0.2 0.3 0.070
H 1.4530 1.2086 -0.2554 -0.2 0.2 -0.3 0.057
H -4.0633 2.0486 -3.3455 -0.6 -1.1 0.4 0.019
H -3.5984 3.1925 -4.0696 0.2 0.9 -0.9 0.017
O -3.5181 2.8069 -3.2116 0.3 0.2 0.5 -0.035
```
Forces are in eV/Å.

net charge	0
structure (SMILES)	NC(CO)CO.O
E_LUMO	0.8	eV
frontier orbital gap	10.17	eV
energy relative to the best compared isomer or geometry (same formula, charge and spin)	1.975	eV

=====

(2)
This record from the OMol25 dataset describes one molecule with the formula C3H6N2OS2 at a distorted geometry. The level of theory is ωB97M-V/def2-TZVPD.

```
14
Properties=species:S:1:pos:R:3:forces:R:3:lowdin_charge:R:1
C -1.4971 -0.5520 -0.1539 -0.6 0.4 -0.5 -0.766
C 1.2854 -0.7363 -0.0910 1.3 0.5 0.0 -1.098
C 1.1306 0.8015 -0.1662 -0.9 -1.3 0.3 -0.368
H -2.6072 0.5912 1.1129 0.0 -0.1 -0.1 0.102
H -1.6121 -0.5576 1.9060 0.0 0.2 -0.3 0.091
H -1.8344 -0.6682 -2.0302 0.8 -0.8 -1.2 0.020
H 0.5582 0.9281 -1.1112 0.0 0.5 0.8 0.132
H 0.5415 1.0469 0.7639 0.2 0.2 -1.1 0.125
H 3.0033 1.0519 0.2870 -0.8 0.4 -0.7 0.069
N -1.7864 0.0010 1.0788 0.1 -0.2 -0.1 0.063
N -2.1436 -0.2357 -1.2072 -0.2 0.6 2.3 0.100
O 2.3102 1.5054 -0.2606 1.0 -0.3 0.6 -0.091
S -0.1186 -1.7413 -0.1040 -0.3 -0.1 0.0 0.941
S 2.7703 -1.4348 -0.0244 -0.7 0.2 0.1 0.682
```
Forces are in eV/Å.

net charge	0
structure (SMILES)	[H]/N=C(/N)SC(=S)CO
E_LUMO	-0.3	eV
frontier orbital gap	8.75	eV
energy relative to the best compared isomer or geometry (same formula, charge and spin)	1.648	eV

=====

(3)
This record from the OMol25 dataset describes a 6-piece molecular cluster, C13H38O6 overall at a distorted geometry. The level of theory is ωB97M-V/def2-TZVPD.

```
57
Properties=species:S:1:pos:R:3:forces:R:3:lowdin_charge:R:1
C -0.2886 -0.0462 -0.2273 2.8 -0.6 -0.1 -0.099
C 1.2566 -0.2122 -0.3568 -1.7 -0.4 1.1 -0.257
O 1.7428 -0.3627 0.9751 -0.6 0.9 -0.7 -0.108
H -0.7455 -0.8930 0.2849 1.5 0.6 0.0 0.043
H -0.6948 -0.0459 -1.2387 1.2 -0.5 1.4 0.040
H -0.4693 0.8387 0.3829 -0.4 0.0 -0.4 0.082
H 1.7335 0.6224 -0.8707 -0.1 0.3 0.0 0.107
H 1.3727 -1.0852 -0.9990 0.5 -0.3 0.2 0.095
H 2.4903 -0.9648 0.9908 0.1 -0.2 -0.5 -0.011
C 0.3630 4.5143 0.7912 0.1 0.0 -0.8 -0.060
C -0.3614 3.6679 -0.2329 -2.2 -1.9 0.4 -0.352
O -0.2365 3.9367 -1.5992 1.7 1.2 -1.3 -0.071
H 0.2991 4.1291 1.8089 -0.6 -0.2 -0.1 0.076
H -0.0515 5.5211 0.7415 0.5 0.2 0.2 0.075
H 1.4373 4.4663 0.6131 0.0 0.5 -0.4 0.076
H -1.4503 3.6811 -0.1856 -0.4 0.5 1.6 0.103
H -0.2049 2.5967 -0.1056 0.8 0.0 0.4 0.069
H -0.9509 3.4799 -2.0492 0.0 0.0 -0.1 0.069
C -3.3725 -1.7284 1.7287 1.1 -0.5 0.1 -0.075
C -2.7173 -2.1805 0.4020 -2.6 -1.3 1.6 -0.287
O -3.7531 -2.0738 -0.5722 0.5 1.6 -1.8 -0.105
H -3.6567 -0.6850 1.5918 0.0 0.0 0.1 0.076
H -2.6138 -1.7922 2.5087 0.0 0.2 0.3 0.070
H -4.2375 -2.2913 2.0794 0.0 -0.2 -0.3 0.068
H -2.4615 -3.2335 0.2843 0.8 -0.1 1.0 0.115
H -1.8326 -1.5450 0.3631 -1.3 -0.6 -1.3 0.041
H -4.5020 -2.6493 -0.4002 0.4 -0.1 0.5 0.084
C 4.2951 -1.1221 -1.5831 -0.6 -0.3 0.3 -0.061
C 3.6764 -2.3656 -0.8861 1.3 0.2 -0.9 -0.273
O 3.4152 -2.2473 0.4969 -0.8 0.0 0.0 -0.110
H 4.6537 -1.4586 -2.5559 0.9 -0.1 0.3 0.076
H 4.9926 -0.6153 -0.9163 0.6 -0.2 -0.4 0.080
H 3.6075 -0.3418 -1.9094 -0.6 -0.2 0.6 0.056
H 4.3559 -3.2178 -0.8766 0.3 0.0 -1.0 0.113
H 2.8253 -2.6282 -1.5144 -0.5 -0.3 0.9 0.110
H 4.2443 -2.1281 0.9660 0.2 -0.3 -0.3 0.071
C 2.3729 -1.6208 3.4423 -0.3 -1.0 -0.8 -0.061
C 3.8150 -1.2047 3.0877 -1.4 -1.4 -0.4 -0.348
O 4.1768 -0.2326 3.9802 1.5 0.9 0.8 -0.034
H 2.3619 -2.6029 3.9149 0.3 -0.1 0.1 0.075
H 1.7429 -1.7363 2.5603 -0.2 0.3 0.4 0.059
H 1.9124 -0.9617 4.1782 -0.1 0.4 -0.4 0.082
H 4.0622 -0.9089 2.0682 -0.8 1.3 0.4 0.087
H 4.3417 -2.1589 3.0724 1.0 -0.2 1.0 0.104
H 3.6979 -0.4075 4.7937 0.2 0.1 0.1 0.082
C -2.3068 0.8994 -1.6081 -1.7 0.0 -1.2 -0.059
C -3.2993 0.7345 -2.8246 -0.3 -0.6 3.6 -0.512
C -4.6306 1.2998 -2.4063 0.2 0.2 0.4 -0.063
O -2.8164 1.4303 -3.8811 1.4 0.9 -2.1 -0.014
H -2.4107 0.0348 -0.9525 -0.3 0.1 -0.5 0.048
H -2.5491 1.7198 -0.9325 -0.2 0.5 -0.3 0.087
H -1.2574 0.9836 -1.8903 -1.1 0.8 -0.8 0.062
H -3.4603 -0.3360 -2.9515 0.5 -0.2 -0.6 0.132
H -5.3743 1.0586 -3.1658 -0.3 0.3 0.2 0.081
H -4.4329 2.3647 -2.2836 -0.6 0.2 -0.3 0.084
H -4.9046 0.9431 -1.4135 -0.3 -0.3 -0.2 0.079
H -3.2016 1.1616 -4.7184 -0.2 -0.1 0.1 0.103
```
Forces are in eV/Å.

net charge	0
structure (SMILES)	CC(C)O.CCO.CCO.CCO.CCO.CCO
E_LUMO	0.7	eV
frontier orbital gap	10.13	eV
energy relative to the best compared isomer or geometry (same formula, charge and spin)	5.498	eV

=====

(4)
This record from the OMol25 dataset describes C21H46NOP3RuS as an isolated structure at a distorted geometry. The level of theory is ωB97M-V/def2-TZVPD.

```
74
Properties=species:S:1:pos:R:3:forces:R:3:lowdin_charge:R:1
Ru -0.2293 1.0164 0.7483 -0.9 -3.8 -0.9 0.349
P 1.5678 2.1253 1.6146 1.2 1.4 0.3 0.659
P -1.6775 1.2463 2.5366 -0.6 0.3 0.4 0.709
P -1.3235 2.5312 -0.5200 -0.6 1.0 -0.1 0.657
H 0.4099 -4.7150 -7.1851 0.1 0.3 -0.1 0.131
C 0.6092 -3.7061 -7.5590 -3.9 -1.6 0.0 0.207
C 1.8522 -3.2123 -7.6118 3.9 1.5 -0.3 0.214
H 2.7148 -3.7956 -7.2751 -0.2 0.1 -0.1 0.131
C 2.8255 0.9263 2.1767 0.0 -0.1 0.1 -0.229
C 1.3205 3.2559 3.0300 0.3 0.1 -0.1 -0.235
C 2.4706 3.0605 0.3264 0.1 0.2 0.3 -0.247
C -3.1646 0.2259 2.2508 0.0 0.1 0.0 -0.226
C -1.0750 0.5214 4.0934 0.1 0.0 0.1 -0.233
C -2.3058 2.8913 3.0420 0.0 -0.1 0.1 -0.230
C -0.8279 2.6782 -2.2737 0.1 -0.3 0.2 -0.231
C -1.1465 4.2701 0.0497 -0.1 -0.1 0.0 -0.216
C -3.1387 2.2692 -0.6877 0.2 0.1 0.0 -0.233
H -0.2507 -3.1354 -7.9213 0.2 -0.1 0.1 0.130
H 2.0591 -2.2225 -8.0301 -0.1 -0.2 0.1 0.132
H 2.8582 0.0750 1.4835 0.1 0.2 0.2 0.034
H 2.5686 0.5592 3.1773 0.1 0.1 -0.2 0.043
H 3.8116 1.4118 2.2080 -0.3 -0.1 0.0 0.073
H 0.8217 2.7362 3.8580 0.2 0.1 -0.2 0.032
H 0.7018 4.1090 2.7248 0.2 -0.2 0.0 0.044
H 2.2930 3.6285 3.3797 -0.3 0.0 0.0 0.071
H 2.9202 2.3540 -0.3835 -0.1 0.2 0.2 0.035
H 3.2651 3.6564 0.7959 -0.1 -0.1 -0.2 0.070
H 1.7876 3.7218 -0.2174 0.2 -0.1 0.1 0.023
H -3.8486 0.3271 3.1046 0.1 -0.1 -0.2 0.074
H -2.8446 -0.8208 2.1598 -0.1 0.2 0.0 0.056
H -3.6763 0.5270 1.3306 0.1 -0.1 0.3 0.026
H -1.7649 0.7868 4.9077 0.2 -0.1 -0.2 0.075
H -0.0701 0.8893 4.3299 -0.3 -0.1 0.1 0.031
H -1.0437 -0.5699 3.9833 0.0 0.4 0.0 0.041
H -2.8783 2.7852 3.9732 0.1 0.0 -0.2 0.071
H -2.9605 3.3174 2.2738 0.1 -0.1 0.2 0.041
H -1.4715 3.5796 3.2232 -0.2 -0.2 0.0 0.032
H -1.4133 3.4834 -2.7390 0.2 -0.2 0.2 0.073
H -1.0274 1.7320 -2.7915 0.0 0.2 0.1 0.039
H 0.2419 2.9010 -2.3551 -0.2 0.0 0.0 0.050
H -1.8990 4.8878 -0.4603 0.2 -0.1 0.1 0.074
H -0.1470 4.6496 -0.1987 -0.3 -0.1 0.0 0.045
H -1.2959 4.3592 1.1318 0.0 0.0 -0.3 0.019
H -3.5196 2.8706 -1.5253 0.1 0.0 0.3 0.069
H -3.6630 2.5408 0.2369 0.1 0.0 -0.3 0.043
H -3.3389 1.2106 -0.8995 0.1 0.3 0.0 0.042
C 0.4285 -0.8271 -2.2825 -0.5 -0.1 -0.3 -0.628
C -0.9472 -1.1244 -2.3694 1.8 2.8 3.3 -0.088
C -1.4327 -1.9614 -3.3791 -1.7 -2.8 -3.3 -0.033
C -0.5548 -2.5390 -4.2981 0.7 0.1 -0.1 -0.049
C 0.8061 -2.2290 -4.2483 -2.5 -3.0 -3.5 -0.077
C 1.2975 -1.3738 -3.2703 1.8 3.1 3.7 -0.088
S 1.1427 0.1423 -1.0664 0.3 0.2 0.2 0.817
H -1.3821 0.4878 -0.2550 -0.1 0.2 0.0 -0.036
H -1.6315 -0.7127 -1.6359 0.2 -0.1 -0.1 0.074
H -2.5018 -2.1615 -3.4270 0.3 0.0 -0.1 0.130
H -0.9279 -3.2297 -5.0587 0.0 0.2 0.3 0.108
H 1.4851 -2.6598 -4.9867 -0.1 0.0 0.3 0.087
H 2.3512 -1.1106 -3.2140 -0.2 -0.1 0.0 0.115
C 1.5722 -4.5942 2.3501 0.3 -0.3 0.4 -0.016
N 1.0193 -3.4124 1.7066 -0.1 0.8 0.3 -0.135
C 0.6483 -3.4787 0.3034 -0.1 -0.3 -0.2 -0.024
C 0.8036 -2.2654 2.3698 -0.4 -0.1 -0.9 -0.467
C 1.3486 -2.1142 3.7630 -0.1 0.1 0.0 0.016
O 0.1414 -1.3502 1.8014 0.5 0.5 0.1 -0.115
H 1.5418 -5.4117 1.6200 0.1 0.2 0.4 0.097
H 0.9727 -4.8697 3.2324 0.2 0.0 -0.4 0.109
H 2.6117 -4.4271 2.6736 -0.3 -0.1 -0.2 0.105
H -0.3985 -3.2077 0.1503 0.0 0.0 0.1 0.094
H 1.2613 -2.8051 -0.3050 0.0 -0.1 0.1 0.074
H 0.8102 -4.5089 -0.0196 -0.1 0.3 -0.1 0.095
H 2.4175 -2.3609 3.8059 -0.3 0.0 0.0 0.104
H 1.1969 -1.0690 4.0449 0.1 -0.3 0.1 0.053
H 0.8227 -2.7657 4.4782 0.2 0.2 -0.2 0.113
```
Forces are in eV/Å.

net charge	+3
2S+1	6
E_LUMO (spin up / spin down)	-9.2 / -13.6	eV
⟨S²⟩	8.81
frontier orbital gap (spin up / spin down)	3.89 / 2.76	eV
energy relative to the best compared isomer or geometry (same formula, charge and spin)	0.000	eV

=====

(5)
This record from the OMol25 dataset describes a 2-piece molecular cluster, C3H6O3 overall. The level of theory is ωB97M-V/def2-TZVPD.

```
12
Properties=species:S:1:pos:R:3:forces:R:3:lowdin_charge:R:1
C 2.1971 -0.3149 0.1739 0.2 0.0 -0.1 -0.034
O 0.8674 -0.4616 0.6835 -0.1 0.0 0.1 -0.040
C -0.1006 0.1055 -0.0448 0.2 0.3 -0.3 -0.476
O 0.0312 0.5820 -1.1405 -0.1 -0.2 0.6 0.120
C -1.3747 0.1068 0.8084 -0.4 0.5 0.1 -0.179
O -2.0242 1.1100 0.9562 0.4 -0.7 0.0 0.068
H 2.3342 -0.9323 -0.7157 0.0 0.1 0.1 0.099
H 2.3836 0.7318 -0.0779 0.0 -0.2 0.0 0.100
H 2.8545 -0.6437 0.9785 -0.1 0.0 -0.2 0.096
H -2.7868 -0.0179 -1.6720 -0.1 0.0 -0.1 0.064
H -1.6196 -0.8569 1.3020 0.0 0.2 0.0 0.137
H -2.7621 0.5911 -1.2514 -0.1 0.0 -0.2 0.045
```
Forces are in eV/Å.

net charge	0
structure (SMILES)	COC(=O)C=O.[H][H]
E_LUMO	0.1	eV
frontier orbital gap	10.36	eV
energy relative to the best compared isomer or geometry (same formula, charge and spin)	2.357	eV

=====

(6)
This record from the OMol25 dataset describes an isolated ion of composition C8H9ClNO and charge +1 at a distorted geometry. The level of theory is ωB97M-V/def2-TZVPD.

```
20
Properties=species:S:1:pos:R:3:forces:R:3:lowdin_charge:R:1
C 2.9943 0.4643 0.3927 1.7 -1.8 0.2 0.017
C 2.0431 0.4739 1.3875 0.6 0.8 -0.2 0.008
C 2.5404 0.3329 -0.9083 2.0 -0.7 -0.9 -0.008
C 0.7278 0.4870 1.0815 -1.8 -0.9 1.5 -0.013
C 1.2072 0.3270 -1.1376 -0.2 1.5 -4.0 -0.028
C -1.7425 -0.8487 0.2522 0.8 0.0 -1.0 -0.446
C -3.1473 -1.1351 -0.1925 2.0 2.6 0.1 0.026
C -1.0419 0.3873 -0.3992 -4.4 0.3 -4.7 -0.575
N 0.3121 0.3895 -0.1895 1.9 0.7 1.7 -0.111
O -1.0611 -1.4795 1.0004 -0.1 -0.7 0.6 0.132
Cl -1.8297 1.8827 0.2377 0.3 -0.4 -0.3 0.733
H 4.0707 0.2951 0.7356 -1.5 0.7 -1.0 0.166
H 2.4164 0.5499 2.3645 -0.1 0.0 1.4 0.121
H 3.1827 0.1169 -1.7994 -0.4 0.7 1.1 0.152
H -0.1203 0.4205 1.7875 1.1 0.4 -0.1 0.151
H 0.8765 0.5848 -2.1937 0.0 -1.2 1.4 0.180
H -3.1295 -1.8422 -0.9848 -0.1 -0.1 -1.3 0.100
H -3.5134 -1.6631 0.6121 -1.7 -0.7 1.9 0.074
H -3.5096 -0.0899 -0.3569 -0.8 -1.4 -0.3 0.091
H -1.2760 0.3468 -1.6897 0.8 0.2 4.0 0.229
```
Forces are in eV/Å.

net charge	+1
structure (SMILES)	CC(=O)[C@@H](Cl)[n+]1ccccc1
E_LUMO	-4.8	eV
frontier orbital gap	9.18	eV
energy relative to the best compared isomer or geometry (same formula, charge and spin)	0.000	eV